DFT (ωB97M-V/def2-TZVPD) results for a molecular structure, C26H34ClCrF5N3O4.

The expectation value of S² is 3.789. As for the total energy: -94705.677 eV. Its multiplicity is 4. The calculation puts the LUMO energy (alpha / beta) at 0.0049 / 0.0056 Eh.

The geometry in XYZ format:
```
74
Properties=species:S:1:pos:R:3:forces:R:3
O 0.77391 0.59182 -0.94362 -1.11 0.49 0.44
C 2.14103 0.81949 -0.96889 0.90 0.02 0.14
C 2.82948 -0.30681 -1.75803 -0.13 0.15 0.21
C 2.12341 -1.45839 -2.09715 0.11 0.00 0.10
H 1.06682 -1.50972 -1.83418 0.35 0.00 0.01
C 2.76872 -2.53498 -2.70161 0.06 0.24 -0.06
H 2.19716 -3.44821 -2.87756 0.28 0.15 -0.10
C 4.12063 -2.43375 -3.03948 -0.12 0.01 0.11
H 4.62359 -3.27628 -3.51302 -0.06 0.21 0.11
C 4.82076 -1.25555 -2.75558 -0.14 0.09 0.03
H 5.87805 -1.16841 -3.01219 -0.30 -0.05 0.03
C 4.17125 -0.19532 -2.11931 -0.04 -0.18 0.01
H 4.68620 0.73312 -1.85635 0.06 -0.36 -0.13
H 2.38593 1.75717 -1.51695 -0.35 -0.12 -0.09
C 2.43498 2.39542 1.04381 -0.40 -0.06 0.34
C 2.71497 1.05416 0.44613 0.54 -1.29 -0.34
H 3.09782 2.61457 1.89390 -0.28 -0.06 -0.27
H 1.38616 2.38857 1.39969 0.59 0.38 -0.04
H 2.56536 3.18424 0.29356 -0.07 -0.02 0.06
C 3.25556 0.02565 1.11712 0.41 0.70 -0.64
C 3.61642 -0.02727 2.56085 0.31 -0.08 0.23
H 3.49207 -0.89136 0.57851 -0.31 0.15 0.00
H 4.67820 -0.28218 2.67230 -0.05 0.14 0.05
H 3.05397 -0.86320 3.00645 0.15 0.38 0.03
H 3.39609 0.90221 3.10905 0.06 -0.47 -0.16
Cr -0.58081 0.44710 0.44529 0.67 -1.24 0.24
Cl 0.61073 0.03297 2.42943 0.22 0.62 -0.17
C -2.09600 -0.34601 2.72617 -0.04 0.03 -0.78
O -2.15534 0.52666 1.80090 0.37 -1.31 1.25
N -3.05504 -0.55480 3.60283 -0.37 0.21 -0.02
C -4.14571 0.38682 3.65345 -0.44 0.01 0.22
C -3.06668 -1.71224 4.49832 0.30 0.25 0.01
H -1.22947 -0.99623 2.90778 -0.43 0.14 -0.63
H -3.99175 1.11894 2.85213 -0.21 -0.23 0.32
H -4.12768 0.88211 4.63534 -0.23 -0.04 -0.26
H -5.08940 -0.15777 3.51485 0.08 0.34 0.05
H -2.25986 -2.40279 4.20776 -0.34 0.26 0.10
H -4.03788 -2.22641 4.42208 0.37 0.17 -0.02
H -2.90296 -1.39356 5.54034 -0.12 -0.12 -0.30
H -1.15867 -1.02022 -4.99871 0.21 -0.01 0.22
H -3.15135 -1.97241 -3.53502 0.19 0.19 0.20
C -0.65320 -0.94073 -4.02294 -0.28 0.37 -0.47
C -2.57024 -1.70647 -2.63829 0.33 -0.34 0.17
N -1.62444 -0.64476 -2.97663 -0.28 0.57 0.33
H 0.08435 -0.12690 -4.03845 -0.09 -0.42 -0.10
C -1.55830 0.51189 -2.29401 0.35 -0.89 0.78
O -1.94013 0.65010 -1.10252 -0.30 0.14 -1.61
H -3.24249 -1.38126 -1.83882 0.27 -0.05 -0.24
H -1.12135 1.35730 -2.86682 0.10 -0.48 0.35
H -0.14500 -1.89755 -3.80821 -0.19 0.52 0.03
H -2.01054 -2.60224 -2.31912 -0.30 0.30 -0.02
H -1.93823 5.55393 1.30202 0.33 -0.18 -0.09
H -1.87670 6.03769 -1.35404 0.29 -0.22 -0.02
C -0.90456 5.22369 1.10213 -0.08 0.10 0.02
C -0.91474 5.50102 -1.37342 0.15 -0.09 0.00
N -0.80449 4.61115 -0.22469 -0.03 -0.15 0.04
H -0.59188 4.51294 1.87669 -0.10 0.18 -0.37
C -0.69870 3.28997 -0.38329 -0.10 -0.97 1.90
O -0.77068 2.49256 0.60599 0.29 1.65 -1.87
H -0.85270 4.88729 -2.28018 -0.03 0.33 0.13
H -0.51650 2.94524 -1.41748 -0.13 0.01 0.49
H -0.25458 6.11224 1.11875 -0.17 -0.32 0.03
H -0.09773 6.23960 -1.36675 -0.25 -0.25 -0.03
F -3.09601 -1.53748 0.38563 0.47 -0.57 -0.09
C -1.96936 -2.32981 0.36724 -0.58 -0.74 0.04
C -0.71075 -1.76375 0.34628 -0.50 0.73 0.14
C 0.30546 -2.69587 0.41036 0.83 -0.45 0.20
F 1.60333 -2.30405 0.55370 -0.85 -0.28 -0.20
C 0.12312 -4.08740 0.39576 -0.02 0.43 -0.04
F 1.18932 -4.90365 0.40144 -0.30 0.06 0.06
C -1.16625 -4.61379 0.39004 -0.13 0.26 -0.02
F -1.37822 -5.94634 0.39900 0.09 0.63 -0.01
C -2.23082 -3.71205 0.39354 0.03 0.37 0.05
F -3.50765 -4.15969 0.42670 0.46 0.04 -0.05
```
Forces are in eV/Å.